Entry 1:
The following is a quantum chemistry calculation of a 9-piece molecular cluster, C49H110F24N5OP4 overall at a distorted geometry, from the Open Molecules 2025 dataset.

Structure (XYZ):
```
193
Properties=species:S:1:pos:R:3:forces:R:3:lowdin_charge:R:1
C -2.288 -2.045 -1.949 -0.536 1.419 2.437 0.063
N -1.848 -1.936 -0.421 1.167 0.182 -1.713 -0.329
C -2.525 -0.742 0.312 0.217 -0.295 -1.094 0.033
C -2.226 -3.188 0.273 -0.579 0.308 -0.034 -0.007
C -0.294 -1.753 -0.539 -0.391 0.242 0.089 -0.068
C 0.574 -2.844 -1.277 -0.409 0.409 1.229 -0.206
O 0.503 -4.000 -0.472 -0.245 -0.454 0.003 -0.066
H -3.377 -2.034 -1.904 0.061 -0.162 -0.398 0.111
H -1.884 -2.933 -2.436 0.022 0.215 0.350 0.105
H -1.911 -1.091 -2.315 -0.169 -0.358 -0.652 0.100
H -2.380 0.193 -0.230 -0.086 -0.309 -0.527 0.099
H -2.155 -0.490 1.306 0.374 -0.995 0.072 0.110
H -3.581 -1.006 0.367 0.087 0.195 -0.017 0.109
H -1.952 -4.002 -0.399 0.172 -0.146 0.786 0.105
H -3.309 -3.166 0.394 -0.032 -0.118 -0.124 0.111
H -1.806 -3.149 1.278 0.304 -0.553 -0.240 0.122
H 0.017 -1.625 0.498 0.338 -0.312 -0.074 0.131
H -0.184 -0.782 -1.023 0.094 -0.036 -0.091 0.124
H 1.621 -2.542 -1.254 -0.051 0.759 0.097 0.123
H 0.383 -3.000 -2.339 -0.601 -0.038 0.095 0.123
H 0.405 -4.802 -0.992 0.082 -0.123 -0.211 0.107
C -8.073 8.479 -4.664 0.172 1.408 -0.815 -0.114
C -7.717 7.117 -5.178 0.791 -1.660 -0.128 -0.239
C -6.206 6.870 -5.472 0.869 0.883 0.367 -0.192
C -5.749 5.447 -5.817 0.969 -0.613 0.689 -0.060
N -4.168 5.317 -6.172 -2.659 -0.442 -0.038 -0.182
C -4.031 5.968 -7.560 1.296 -0.504 -0.223 -0.101
C -3.261 4.949 -8.410 -0.213 1.377 -0.592 -0.179
C -3.794 3.624 -7.972 1.003 -0.121 1.817 -0.125
C -3.789 3.832 -6.385 -0.143 -0.510 -1.568 -0.060
C -3.281 5.952 -5.107 -0.931 -0.075 0.461 -0.104
C -3.483 5.404 -3.616 0.665 0.461 -1.032 -0.184
C -2.416 6.042 -2.697 0.543 -0.244 -0.202 -0.098
H -9.124 8.765 -4.708 -0.299 -0.882 0.473 0.081
H -7.724 9.252 -5.348 0.753 0.145 0.049 0.073
H -7.675 8.663 -3.666 -0.048 0.045 -0.054 0.078
H -8.261 6.816 -6.074 -0.340 0.117 0.156 0.117
H -7.928 6.421 -4.367 -0.454 -0.375 -0.227 0.115
H -5.658 7.195 -4.588 -0.019 -0.319 0.508 0.098
H -5.775 7.589 -6.170 -0.461 0.000 -0.738 0.111
H -6.276 4.956 -6.636 0.162 0.326 -0.249 0.134
H -5.871 4.764 -4.977 -0.054 0.168 0.172 0.125
H -3.536 6.935 -7.465 -0.110 -0.075 0.068 0.132
H -4.972 6.075 -8.100 -0.358 0.169 0.891 0.133
H -2.179 5.020 -8.291 -0.014 -0.071 0.148 0.127
H -3.495 5.200 -9.445 0.208 -0.194 -0.140 0.125
H -3.078 2.856 -8.265 -0.229 -0.249 0.228 0.124
H -4.774 3.348 -8.360 -0.042 0.232 0.163 0.123
H -2.817 3.699 -5.910 0.171 0.105 -0.469 0.126
H -4.416 3.049 -5.957 -0.600 0.780 0.498 0.133
H -3.495 7.017 -5.192 -0.011 0.021 0.364 0.118
H -2.266 5.825 -5.482 0.101 -0.233 0.305 0.137
H -3.363 4.321 -3.627 0.222 -0.055 -0.033 0.105
H -4.487 5.551 -3.218 -0.066 0.379 -0.312 0.101
H -2.466 7.124 -2.576 -0.392 0.039 -0.252 0.073
H -1.419 5.839 -3.088 0.054 0.016 -0.250 0.079
H -2.355 5.631 -1.690 -0.563 -0.213 -0.044 0.073
C 0.257 11.193 4.941 -0.532 -0.433 -0.028 -0.108
C -0.553 11.784 3.769 0.117 -0.360 0.954 -0.210
C -1.758 10.864 3.322 0.472 0.083 -1.026 -0.178
C -2.983 10.949 4.156 -1.655 -0.171 2.841 -0.116
N -4.279 10.009 3.932 1.514 1.081 -1.276 -0.153
C -5.469 10.583 4.747 -0.027 0.209 -0.087 -0.056
C -6.601 10.786 3.729 -0.877 1.026 -0.033 -0.155
C -6.199 10.095 2.487 -0.113 -2.918 -0.888 -0.192
C -4.696 10.199 2.479 -0.294 -0.319 -0.172 -0.111
C -3.887 8.504 4.238 -1.385 0.400 0.901 -0.069
C -5.054 7.442 4.176 1.084 1.069 0.222 -0.215
C -4.534 6.085 4.638 -0.376 -0.580 -0.452 -0.092
H 0.553 10.162 4.750 0.137 -0.024 -0.204 0.073
H -0.348 11.148 5.846 0.031 0.160 0.153 0.066
H 1.162 11.763 5.157 -0.148 0.084 -0.069 0.079
H 0.173 11.995 2.984 -0.472 -0.424 -0.522 0.108
H -0.847 12.779 4.103 -0.604 0.030 -0.187 0.105
H -1.443 9.821 3.344 0.366 -0.004 -0.284 0.110
H -2.069 11.121 2.309 0.381 -0.067 -0.267 0.109
H -3.403 11.950 4.260 -0.045 0.046 -0.615 0.130
H -2.761 10.692 5.191 0.277 -0.057 0.156 0.124
H -5.694 9.983 5.629 0.040 -0.414 -0.403 0.133
H -5.222 11.566 5.147 0.545 -0.174 -0.099 0.123
H -7.619 10.514 4.008 0.285 -0.328 0.536 0.133
H -6.721 11.819 3.403 0.358 0.470 0.748 0.123
H -6.484 9.046 2.566 -0.066 -0.146 -0.089 0.102
H -6.689 10.438 1.575 0.246 0.332 0.104 0.135
H -4.087 9.477 1.935 -0.432 0.101 -0.383 0.139
H -4.586 11.199 2.060 1.216 0.247 0.665 0.140
H -3.540 8.609 5.266 -0.090 -0.277 0.146 0.128
H -3.021 8.147 3.679 -0.150 0.636 -0.527 0.124
H -5.407 7.302 3.154 -0.053 0.275 0.021 0.105
H -5.861 7.816 4.806 -0.183 -0.212 -0.101 0.108
H -4.296 5.955 5.694 0.261 0.417 -0.107 0.088
H -3.721 5.775 3.981 0.411 0.087 0.325 0.081
H -5.284 5.323 4.426 -0.268 0.112 0.094 0.086
C 3.744 -4.097 4.653 0.365 -0.045 0.411 -0.095
C 3.371 -4.777 5.969 -0.713 -1.599 -0.232 -0.216
C 3.152 -6.342 5.811 -0.184 0.358 0.868 -0.162
C 2.271 -6.776 6.961 -1.941 -0.995 1.101 -0.139
N 1.924 -8.283 7.100 1.084 -0.087 1.140 -0.159
C 0.828 -8.493 8.235 0.741 0.162 0.484 -0.039
C 1.618 -8.625 9.578 -0.624 2.198 -0.143 -0.160
C 2.780 -9.389 9.137 0.736 -2.383 0.292 -0.219
C 3.203 -8.952 7.760 -0.882 -1.387 -0.207 -0.082
C 1.526 -8.976 5.762 1.344 -0.695 1.735 -0.113
C 0.221 -8.464 5.212 0.392 -0.154 0.579 -0.233
C -0.289 -9.042 3.915 0.352 -0.381 -0.380 -0.078
H 3.141 -3.206 4.480 0.222 0.064 0.104 0.076
H 3.581 -4.754 3.798 0.129 -0.015 0.011 0.068
H 4.800 -3.840 4.733 -0.045 0.205 -0.544 0.072
H 2.404 -4.403 6.305 0.019 0.130 0.125 0.107
H 4.084 -4.613 6.776 0.035 0.171 -0.125 0.110
H 4.028 -6.981 5.922 0.599 0.449 -0.391 0.111
H 2.718 -6.555 4.834 -0.213 0.003 0.098 0.107
H 1.273 -6.344 7.032 0.136 0.601 -0.644 0.128
H 2.677 -6.601 7.958 0.478 0.518 -0.245 0.131
H 0.328 -9.450 8.087 0.122 0.039 -0.527 0.131
H 0.083 -7.698 8.205 0.228 0.018 -0.165 0.136
H 1.089 -9.063 10.424 -0.358 -0.247 -0.473 0.133
H 1.950 -7.663 9.968 -0.259 0.422 -0.221 0.118
H 2.417 -10.416 9.090 0.161 -0.336 -0.241 0.123
H 3.654 -9.470 9.784 -0.153 0.449 0.263 0.134
H 3.414 -9.895 7.255 0.156 0.442 -0.669 0.126
H 4.138 -8.411 7.904 -0.519 0.935 -1.052 0.134
H 1.487 -10.002 6.129 -0.380 -0.311 -0.457 0.129
H 2.457 -8.938 5.198 -0.342 0.366 -0.586 0.130
H 0.341 -7.381 5.181 -0.710 0.108 0.039 0.118
H -0.516 -8.853 5.914 -0.219 1.025 0.467 0.115
H -0.554 -10.085 4.088 0.032 -0.083 -0.205 0.085
H 0.438 -9.006 3.103 -0.125 0.114 -0.097 0.084
H -1.208 -8.525 3.638 0.159 0.014 -0.125 0.091
C 10.821 -2.996 -1.128 0.252 0.505 -0.312 -0.110
C 9.288 -2.966 -1.219 0.514 -0.353 -0.463 -0.253
C 8.718 -4.258 -1.888 0.475 1.604 -0.737 -0.144
C 9.176 -4.217 -3.468 -1.358 -1.321 1.433 -0.050
N 8.344 -5.170 -4.420 0.847 1.915 0.327 -0.210
C 6.899 -4.541 -4.608 1.242 -0.078 0.265 -0.060
C 6.866 -4.105 -6.056 -2.046 0.903 -0.565 -0.182
C 8.275 -3.827 -6.577 0.204 -2.292 1.104 -0.087
C 8.971 -5.067 -5.828 0.055 0.697 -0.075 -0.073
C 8.291 -6.608 -3.934 0.077 0.930 0.581 -0.109
C 9.673 -7.334 -3.851 -0.384 -0.518 -1.647 -0.214
C 9.635 -8.691 -3.135 -0.787 1.162 1.149 -0.085
H 11.227 -2.228 -0.470 -0.265 0.057 0.137 0.075
H 11.279 -2.769 -2.090 0.010 -0.154 -0.182 0.066
H 11.247 -3.938 -0.783 -0.291 -0.190 0.043 0.075
H 8.959 -2.128 -1.834 0.106 0.252 0.130 0.105
H 8.895 -2.787 -0.218 -0.313 -0.377 -0.071 0.108
H 7.643 -4.219 -1.714 -0.189 -0.112 -0.669 0.101
H 9.071 -5.063 -1.243 0.315 -0.581 -0.838 0.104
H 10.237 -4.456 -3.534 -0.200 -0.320 -0.125 0.108
H 9.044 -3.243 -3.939 -0.131 0.126 0.485 0.123
H 6.162 -5.284 -4.303 0.075 0.042 -0.209 0.134
H 6.787 -3.655 -3.984 0.378 -0.317 0.378 0.127
H 6.206 -4.777 -6.604 0.990 -0.791 -0.562 0.126
H 6.198 -3.252 -6.173 0.323 0.615 0.465 0.127
H 8.339 -3.887 -7.664 0.044 -0.397 0.124 0.120
H 8.688 -2.849 -6.330 -0.106 -0.145 0.487 0.114
H 8.746 -6.015 -6.316 -0.254 0.196 -0.216 0.130
H 10.052 -5.053 -5.687 -0.063 0.292 -0.109 0.124
H 7.498 -6.950 -4.598 0.538 -1.199 -0.088 0.137
H 7.821 -6.545 -2.953 0.095 -0.047 0.157 0.124
H 10.486 -6.717 -3.467 -0.323 0.267 0.194 0.108
H 9.956 -7.592 -4.872 0.127 0.352 -0.276 0.103
H 8.703 -9.189 -3.403 0.336 -0.479 -0.079 0.085
H 9.568 -8.451 -2.074 -0.181 -0.299 0.268 0.071
H 10.534 -9.301 -3.221 -0.218 0.096 -0.561 0.084
P -0.063 -9.394 -3.998 0.438 0.541 -1.817 0.228
F -0.438 -8.229 -5.141 -0.365 -0.952 0.118 -0.235
F -1.089 -8.677 -3.002 -0.252 -0.403 0.858 -0.179
F -1.288 -10.345 -4.525 1.198 0.239 0.491 -0.179
F 0.486 -10.498 -2.865 -0.987 1.239 -1.038 -0.208
F 0.979 -10.053 -5.103 -0.668 0.286 1.011 -0.205
F 1.052 -8.294 -3.522 0.774 -0.726 0.522 -0.222
P -9.044 0.439 -2.058 -1.729 -2.264 -2.674 0.134
F -8.448 -0.963 -1.572 0.456 -0.141 1.624 -0.174
F -8.373 0.020 -3.531 0.307 0.975 -0.029 -0.240
F -10.351 -0.419 -2.576 -0.265 0.660 0.523 -0.204
F -9.662 1.761 -2.741 0.240 0.426 0.294 -0.180
F -9.803 0.772 -0.658 0.974 -0.099 -0.438 -0.167
F -7.695 1.191 -1.674 0.293 0.624 0.651 -0.169
P 4.021 2.682 -4.919 1.097 0.998 0.714 0.135
F 4.173 1.891 -6.299 -0.924 -0.417 -0.519 -0.165
F 2.475 2.133 -4.608 0.886 0.595 -0.826 -0.218
F 4.589 1.381 -4.173 0.139 -0.227 0.699 -0.180
F 3.961 3.541 -3.518 -0.193 -0.672 -0.151 -0.203
F 5.540 3.253 -5.146 0.362 -0.488 0.481 -0.201
F 3.554 3.994 -5.701 -1.497 0.107 -0.315 -0.168
P -3.548 -2.682 6.918 -0.376 2.039 0.521 0.169
F -2.479 -1.721 6.026 -1.064 -0.822 0.568 -0.240
F -4.441 -1.379 7.370 0.186 0.326 -1.007 -0.205
F -4.520 -2.877 5.650 0.262 0.088 -0.255 -0.172
F -4.504 -3.552 7.850 -0.266 -1.198 -0.124 -0.162
F -2.712 -3.997 6.436 0.251 0.388 0.715 -0.196
F -2.684 -2.345 8.255 1.244 -0.865 -0.553 -0.194
```
Forces are in eV/Å.

Values from the calculation:
charge: +1
multiplicity: 1
orbital gap: 8.294 eV

Entry 2:
The following is a quantum chemistry calculation of C20H31BaF3N3PS2Si as an isolated structure at a distorted geometry, from the Open Molecules 2025 dataset.

Structure (XYZ):
```
62
Properties=species:S:1:pos:R:3:forces:R:3:lowdin_charge:R:1
Ba 1.157 0.553 0.623 -0.682 1.203 0.481 1.459
F 2.377 -4.856 -3.197 -0.061 -0.012 -0.017 0.121
C 1.591 -4.003 -2.504 0.123 0.009 0.100 -0.606
F 0.657 -4.763 -1.899 -0.030 -0.051 -0.018 0.114
F 0.972 -3.235 -3.400 -0.055 0.015 -0.073 0.142
C 2.406 -3.208 -1.517 0.105 0.084 0.048 -0.128
C 3.764 -3.428 -1.444 0.009 0.002 0.035 0.007
C 4.551 -2.691 -0.560 0.000 -0.094 -0.081 -0.054
C 3.919 -1.736 0.193 -0.168 0.093 0.018 -0.152
N 2.603 -1.490 0.131 0.662 -0.951 -0.228 -0.221
C 1.806 -2.221 -0.689 0.113 -0.068 0.035 -0.753
S 0.114 -1.885 -0.683 -0.122 -0.157 -0.304 0.505
H 4.218 -4.177 -2.077 -0.002 -0.004 -0.010 0.124
H 5.616 -2.853 -0.480 -0.029 -0.002 0.003 0.105
H 4.481 -1.127 0.896 -0.007 0.019 -0.044 0.111
C -0.654 -4.862 1.011 -0.019 0.027 0.023 -0.087
N -0.111 -3.911 1.966 0.017 -0.087 -0.065 -0.054
C -0.731 -2.805 2.372 -0.075 -0.135 0.002 -0.985
N -1.984 -2.620 1.913 -0.004 0.097 0.122 0.104
S -0.011 -1.736 3.474 0.036 0.136 -0.234 0.527
H 0.096 -5.624 0.815 -0.009 0.006 0.028 0.092
H -0.884 -4.376 0.059 0.047 -0.004 0.055 0.037
H -1.548 -5.345 1.410 0.013 -0.002 0.031 0.091
H 0.838 -4.006 2.277 0.065 -0.003 0.026 0.118
H -2.282 -3.060 1.057 0.005 -0.008 0.014 0.087
H -2.424 -1.754 2.168 -0.018 0.045 -0.036 0.091
C -0.743 4.579 3.525 0.048 0.052 -0.184 -0.287
P -0.541 2.918 2.770 0.029 -0.232 0.242 0.839
C -0.572 1.897 4.301 -0.016 0.049 -0.037 -0.311
C -2.205 2.609 2.072 0.029 0.025 -0.098 -0.405
C -2.305 2.471 0.687 0.006 -0.030 0.040 -0.118
C -3.535 2.232 0.082 -0.002 -0.007 0.001 -0.074
C -4.676 2.127 0.863 0.024 0.008 0.043 -0.083
C -4.589 2.266 2.245 0.032 -0.009 -0.013 -0.081
C -3.361 2.507 2.846 -0.044 -0.026 -0.033 -0.093
H -1.596 4.591 4.205 0.007 0.020 -0.003 0.039
H -0.894 5.321 2.741 0.005 0.013 0.036 0.040
H 0.163 4.838 4.075 -0.039 -0.016 -0.007 0.038
H -1.334 2.230 5.009 0.009 -0.019 -0.002 0.035
H 0.404 1.967 4.786 -0.036 0.017 0.018 0.040
H -0.747 0.851 4.048 -0.001 0.016 0.023 -0.039
H -1.413 2.565 0.070 -0.038 0.021 -0.012 0.067
H -3.596 2.131 -0.994 0.020 -0.011 0.035 0.105
H -5.636 1.940 0.397 0.033 0.006 0.016 0.104
H -5.480 2.184 2.856 0.029 0.010 -0.029 0.104
H -3.310 2.613 3.924 0.007 -0.011 -0.046 0.099
C 1.208 2.849 -4.529 -0.051 0.014 -0.195 -0.207
Si 1.000 1.683 -3.060 0.078 0.315 0.156 0.290
C -0.789 1.084 -3.091 -0.093 -0.083 -0.113 -0.200
C 2.161 0.242 -3.413 0.005 -0.184 -0.035 -0.183
C 1.359 2.418 -1.425 -0.005 -0.067 0.133 -0.524
H 0.999 2.351 -5.484 0.022 0.072 0.083 0.020
H 2.236 3.227 -4.565 -0.089 -0.011 -0.004 0.021
H 0.538 3.712 -4.444 0.075 -0.063 -0.005 0.020
H -1.028 0.577 -4.033 -0.019 0.059 0.086 0.030
H -1.474 1.934 -2.983 0.055 -0.057 -0.012 0.020
H -0.986 0.373 -2.283 -0.010 0.016 -0.036 -0.024
H 2.028 -0.137 -4.434 0.055 0.033 0.098 0.033
H 1.980 -0.598 -2.735 0.026 0.063 -0.058 -0.015
H 3.205 0.556 -3.298 -0.079 -0.022 -0.034 0.032
H 0.633 3.226 -1.212 0.113 -0.074 -0.004 -0.063
H 2.360 2.885 -1.430 -0.102 -0.045 0.042 -0.060
```
Forces are in eV/Å.

Values from the calculation:
charge: 0
multiplicity: 1
orbital gap: 6.503 eV